1.
# C40H68BrCl16N3O7P

A 9-piece molecular cluster, C40H68BrCl16N3O7P overall in a non-equilibrium geometry (ωB97M-V/def2-TZVPD, the OMol25 dataset).

Values from the calculation:
**Lowest unoccupied orbital energy**: -4.38 eV
**ΔE to the lowest compared entry with this formula, charge and spin**: 0.00 kJ/mol
**Net charge**: +1
**Gap between HOMO and LUMO**: 7.33 eV
**Largest force on an atom**: 1.6 eV Å⁻¹
**M**: 1381.1 g/mol

Positions of all 136 atoms, in Å:
1 C 3.63415 -3.40169 1.78301
2 C 3.22174 -2.13993 1.73696
3 C 3.09884 -1.35698 0.48563
4 C 4.19503 -0.88140 -0.23616
5 C 5.58051 -1.21763 0.22878
6 O 5.99914 -2.32707 0.08541
7 O 6.29427 -0.21032 0.74663
8 C 6.13322 -0.01349 2.16613
9 O 5.12226 0.88853 2.44582
10 C 5.56299 1.91876 3.33175
11 C 4.45112 2.77354 3.85201
12 O 3.43793 2.01141 4.46201
13 C 2.22610 2.74783 4.55074
14 C 1.24166 2.01450 5.44090
15 C 4.02412 -0.13633 -1.39946
16 C 5.25854 0.33735 -2.11971
17 C 5.98260 1.54293 -1.53051
18 O 7.11554 1.75371 -1.77707
19 Br 5.00438 2.76468 -0.39284
20 C 2.73011 0.13496 -1.85381
21 C 2.48941 0.86344 -3.13869
22 C 2.71849 2.37287 -3.06629
23 C 2.27784 3.09644 -4.34149
24 C 2.78402 4.53583 -4.24521
25 C 2.84482 2.44730 -5.59533
26 N 1.66673 -0.29992 -1.11252
27 P 0.00039 0.20052 -1.67800
28 N -0.11386 1.73419 -1.82524
29 C 1.83774 -1.04660 0.02550
30 N 0.71651 -1.52292 0.74927
31 C -0.04961 -2.53814 0.02650
32 C 0.75235 -3.69856 -0.44214
33 O -1.21724 -2.41162 -0.19489
34 C -0.02286 -0.55166 1.52082
35 C 0.60643 0.80425 1.68883
36 O -1.05238 -0.86100 2.04193
37 H 4.09960 -3.87219 0.92925
38 H 3.49265 -3.99611 2.67086
39 H 2.95456 -1.62884 2.65304
40 H 7.10085 0.35188 2.49120
41 H 5.93505 -0.97294 2.64503
42 H 6.11150 1.50907 4.17954
43 H 6.24900 2.57448 2.78991
44 H 4.04335 3.44017 3.08949
45 H 4.90755 3.41599 4.61322
46 H 2.40787 3.74778 4.94522
47 H 1.82587 2.84600 3.53892
48 H 1.73307 1.23018 6.00800
49 H 0.77369 2.69077 6.14828
50 H 0.44832 1.55738 4.86104
51 H 5.09439 0.55977 -3.16828
52 H 5.99560 -0.46075 -2.09239
53 H 3.21630 0.46063 -3.83899
54 H 1.52137 0.64630 -3.57192
55 H 2.21471 2.79676 -2.20447
56 H 3.78811 2.54898 -2.97715
57 H 1.18919 3.06484 -4.36567
58 H 2.21691 5.15973 -4.92907
59 H 2.71202 4.90786 -3.22923
60 H 3.81739 4.56076 -4.58256
61 H 2.50384 1.42223 -5.73021
62 H 2.56675 2.99151 -6.49153
63 H 3.93217 2.39898 -5.52678
64 H -0.15715 -0.58487 -2.82830
65 H -0.84253 -0.29829 -0.69606
66 H -0.30974 2.03052 -2.77515
67 H 1.70571 -3.77989 0.06256
68 H 0.95119 -3.54347 -1.50655
69 H 0.17124 -4.60371 -0.36535
70 H 0.69654 1.36246 0.76074
71 H -0.05858 1.36497 2.33265
72 H 1.57284 0.73318 2.18734
73 Cl 6.71845 -6.70295 -1.88923
74 C 7.43976 -5.18058 -1.30466
75 C 8.26513 -4.49621 -2.36238
76 Cl 9.75088 -5.39636 -2.74655
77 H 8.03590 -5.40837 -0.42506
78 H 6.61746 -4.53351 -1.00800
79 H 8.57061 -3.51438 -2.00276
80 H 7.70193 -4.37293 -3.28424
81 Cl -0.47869 5.07082 -3.54329
82 C -0.97019 6.66859 -4.18438
83 C -0.22315 7.79317 -3.52099
84 Cl -0.69021 7.99226 -1.81190
85 H -2.04203 6.76547 -4.05126
86 H -0.75472 6.66181 -5.25179
87 H -0.45496 8.72787 -4.02816
88 H 0.85182 7.63471 -3.55567
89 Cl -3.56819 -6.44424 3.00715
90 C -2.94146 -4.83993 3.46127
91 C -2.10360 -4.24102 2.36675
92 Cl -0.55759 -5.13291 2.13849
93 H -2.38543 -4.94914 4.38773
94 H -3.79903 -4.19896 3.64789
95 H -1.84582 -3.21427 2.61896
96 H -2.62859 -4.24431 1.41553
97 Cl -6.01653 -4.35861 0.81863
98 C -6.68450 -6.00519 0.98652
99 C -8.12484 -6.08049 0.55665
100 Cl -9.20353 -5.20145 1.67407
101 H -6.55792 -6.30670 2.02313
102 H -6.07977 -6.65761 0.35926
103 H -8.44822 -7.11998 0.55478
104 H -8.26738 -5.66794 -0.43856
105 Cl -9.78954 -3.40246 -0.87060
106 C -10.00419 -2.59457 -2.44303
107 C -9.83777 -3.55269 -3.59324
108 Cl -8.15137 -4.11665 -3.75255
109 H -9.28887 -1.77829 -2.50073
110 H -11.01015 -2.17852 -2.45748
111 H -10.09873 -3.05839 -4.52712
112 H -10.47010 -4.42802 -3.47315
113 Cl -3.14027 -4.34723 7.28792
114 C -4.79321 -4.74452 7.83391
115 C -5.44318 -5.79690 6.97569
116 Cl -5.81016 -5.20070 5.33632
117 H -5.37033 -3.82410 7.83747
118 H -4.70851 -5.10917 8.85572
119 H -6.38913 -6.09499 7.42381
120 H -4.81259 -6.67651 6.87484
121 Cl -1.60546 3.85853 4.48372
122 C -2.93349 4.49017 3.46985
123 C -3.39837 5.84781 3.92730
124 Cl -4.22278 5.77560 5.50377
125 H -3.74188 3.76469 3.49447
126 H -2.55322 4.55628 2.45148
127 H -4.11294 6.24718 3.20965
128 H -2.56729 6.54199 4.01609
129 Cl -3.43611 5.61408 -7.69335
130 C -4.39128 5.09340 -6.28150
131 C -5.28833 6.18653 -5.76191
132 Cl -4.35466 7.52128 -5.03614
133 H -3.69478 4.75899 -5.51621
134 H -4.99640 4.24590 -6.59817
135 H -5.93538 5.78725 -4.98318
136 H -5.90935 6.60747 -6.54757

---

2.
# C40H68FIN2O2SbSi3Zr

C40H68FIN2O2SbSi3Zr as an isolated structure in a non-equilibrium geometry (ωB97M-V/def2-TZVPD, the OMol25 dataset).

Values from the calculation:
**Lowest unoccupied orbital energy**: -3.08 eV
**ΔE to the lowest compared entry with this formula, charge and spin**: 9.58 kJ/mol
**Net charge**: +1
**Gap between HOMO and LUMO**: 7.77 eV
**Largest force on an atom**: 1.4 eV Å⁻¹
**M**: 1052.1 g/mol

Positions of all 119 atoms, in Å:
1 Zr 0.34304 0.39785 -0.41577
2 C 1.36349 2.43342 0.61431
3 C 0.13026 2.91439 0.04987
4 C -0.92675 2.29454 0.78283
5 C -0.30261 1.42385 1.72902
6 C 1.10015 1.57180 1.68513
7 C 2.03260 1.13610 2.80170
8 C 1.96187 -0.37276 3.05834
9 C 3.46962 1.57588 2.52187
10 C 1.56423 1.86063 4.07591
11 C -2.42158 2.60847 0.96768
12 C -2.54397 3.86015 1.85588
13 C -3.21838 2.79777 -0.32614
14 C -3.09136 1.47961 1.76363
15 C 0.13177 4.00337 -1.03486
16 C -0.51643 5.30158 -0.53616
17 C 1.57739 4.35965 -1.41074
18 C -0.55676 3.54819 -2.32401
19 H 2.34196 2.80397 0.35789
20 H -0.82171 0.91977 2.52243
21 H 2.14314 -0.94923 2.15380
22 H 0.98213 -0.65282 3.45170
23 H 2.70717 -0.66089 3.80444
24 H 3.84748 1.19785 1.57327
25 H 4.12883 1.21173 3.31198
26 H 3.54354 2.66640 2.50425
27 H 0.55648 1.55494 4.36535
28 H 1.55930 2.94325 3.92802
29 H 2.24064 1.62970 4.90312
30 H -2.21899 4.76646 1.35878
31 H -1.94875 3.74139 2.76538
32 H -3.58932 3.99220 2.14782
33 H -2.94380 3.71016 -0.85173
34 H -4.28057 2.87985 -0.08451
35 H -3.08249 1.95125 -1.00280
36 H -2.78235 1.49874 2.80999
37 H -2.87079 0.49461 1.34993
38 H -4.17286 1.62156 1.74792
39 H -0.16272 5.56737 0.46268
40 H -1.60131 5.23961 -0.51855
41 H -0.25125 6.11384 -1.21676
42 H 2.11553 4.81989 -0.57859
43 H 1.55952 5.07915 -2.23167
44 H 2.13964 3.48606 -1.74842
45 H -1.52363 3.08654 -2.15405
46 H 0.06866 2.81491 -2.82126
47 H -0.68991 4.40001 -2.99662
48 C 4.36803 -1.85781 0.88181
49 C 4.49967 -0.64322 0.00649
50 N 5.70533 -0.16310 -0.21201
51 C 5.87737 0.90386 -1.01760
52 C 4.85942 1.44461 -1.76263
53 C 5.11302 2.58532 -2.72294
54 O 6.47721 2.80894 -2.99484
55 C 3.56145 0.92110 -1.57047
56 C 2.55739 1.02186 -2.61266
57 N 1.32660 0.66049 -2.49025
58 C 0.65136 0.23108 -3.69175
59 C 0.19670 1.09436 -4.67420
60 C -0.48057 0.59772 -5.78062
61 C -0.69333 -0.76273 -5.92449
62 C -0.18677 -1.64596 -4.97768
63 C 0.48279 -1.14392 -3.87801
64 I 1.44107 -2.43833 -2.53989
65 C 3.35379 -0.02693 -0.55125
66 O 2.14416 -0.40349 -0.18196
67 H 4.41781 -1.58164 1.93694
68 H 3.42733 -2.37911 0.70725
69 H 5.20279 -2.52633 0.67795
70 H 6.88323 1.29366 -1.09826
71 H 4.54589 2.44293 -3.64934
72 H 4.74338 3.51006 -2.27819
73 H 6.82530 2.08106 -3.52085
74 H 2.92508 1.23327 -3.61494
75 H 0.36357 2.15835 -4.58442
76 H -0.84129 1.28531 -6.53465
77 H -1.22305 -1.14530 -6.78719
78 H -0.29217 -2.71477 -5.10874
79 F -1.18488 0.42493 -1.56749
80 C -1.19427 -4.77576 -1.81810
81 Si -0.73574 -4.43164 -0.03949
82 C 1.07066 -4.77591 0.29002
83 C -1.74407 -5.61059 1.00076
84 Sb -1.14889 -1.92750 0.59570
85 Si -1.51046 -2.44528 3.12588
86 C -1.71444 -0.91772 4.17548
87 C 0.02384 -3.38157 3.65229
88 C -3.06808 -3.43893 3.41445
89 Si -3.53019 -1.98357 -0.50057
90 C -4.74847 -0.75570 0.18530
91 C -4.36841 -3.63656 -0.25825
92 C -3.24645 -1.67765 -2.31014
93 H -0.77824 -5.75543 -2.08252
94 H -0.80053 -4.04798 -2.52157
95 H -2.27458 -4.82516 -1.95213
96 H 1.37759 -5.68168 -0.24468
97 H 1.23344 -4.94170 1.35787
98 H 1.72701 -3.96215 -0.02702
99 H -1.98299 -6.47951 0.37909
100 H -2.68036 -5.19133 1.35530
101 H -1.17256 -5.95813 1.86597
102 H -0.86101 -0.23905 4.15125
103 H -1.83725 -1.24945 5.21290
104 H -2.61231 -0.36196 3.89635
105 H 0.87736 -3.17415 3.00322
106 H -0.15897 -4.46059 3.63775
107 H 0.30471 -3.10328 4.67274
108 H -3.82255 -3.25064 2.65060
109 H -3.49502 -3.14751 4.37900
110 H -2.87089 -4.51051 3.44573
111 H -4.76695 -0.75211 1.27788
112 H -5.74071 -1.05917 -0.16531
113 H -4.56021 0.26243 -0.16050
114 H -4.66253 -3.78514 0.78271
115 H -3.79065 -4.50228 -0.56995
116 H -5.28650 -3.61142 -0.85567
117 H -2.99166 -0.63166 -2.49029
118 H -4.16185 -1.91867 -2.86112
119 H -2.43462 -2.29239 -2.70630